No. 1
Formula: C17H21N3O4
Source: the Open Molecules 2025 dataset
Level of theory: ωB97M-V/def2-TZVPD

The geometry in XYZ format:
```
45
Properties=species:S:1:pos:R:3:forces:R:3:lowdin_charge:R:1
O 0.478442 2.738048 0.948490 -0.12 0.20 0.44 0.05
C 0.575441 1.986922 -0.003747 -0.28 -0.25 -0.52 -0.50
N 1.693249 1.841059 -0.733917 0.30 -0.09 -0.29 0.08
C 2.946526 2.439407 -0.345462 0.13 0.10 0.34 -0.18
C 3.850590 1.456934 0.408514 -0.08 0.08 -0.29 -0.14
H 3.364456 1.176463 1.344244 0.04 0.01 0.09 0.11
H 4.781418 1.969881 0.652359 0.04 0.02 0.06 0.11
C 4.164339 0.187476 -0.402357 0.06 0.26 0.03 -0.13
N 3.260213 -0.904204 -0.133132 0.09 0.00 0.15 -0.06
C 2.261764 -1.291344 -0.948475 -0.10 -0.18 0.11 -0.45
O 1.907764 -0.678898 -1.943644 -0.13 0.04 -0.52 0.03
C 1.680336 -2.579995 -0.417089 -0.14 -0.10 0.05 -0.07
H 2.033348 -3.395814 -1.051200 0.03 0.01 -0.06 0.13
C 2.231603 -2.676578 1.005174 0.00 -0.02 -0.05 -0.14
H 1.507196 -2.265034 1.707713 0.00 0.01 0.03 0.11
H 2.448344 -3.699752 1.302588 0.00 0.01 0.07 0.11
C 3.492976 -1.807726 0.972017 0.16 -0.19 0.22 -0.14
H 4.394452 -2.405957 0.781098 -0.03 0.06 0.06 0.13
H 3.644435 -1.249514 1.899402 0.03 -0.05 -0.03 0.12
H 0.591956 -2.577008 -0.449099 0.09 0.05 -0.10 0.09
H 4.108159 0.405757 -1.472825 0.09 -0.06 0.05 0.13
H 5.177313 -0.158190 -0.172347 -0.07 -0.01 -0.08 0.12
H 3.457062 2.798772 -1.243780 -0.01 0.03 0.07 0.12
H 2.713603 3.288735 0.301424 0.09 -0.03 -0.16 0.12
H 1.738611 1.097498 -1.426896 -0.16 0.03 0.08 0.09
C -0.596561 1.135580 -0.483867 0.04 0.06 0.34 -0.05
H -1.346124 1.797781 -0.923162 0.04 0.02 -0.03 0.13
H -0.274596 0.416942 -1.236954 -0.05 -0.02 -0.03 0.11
C -1.200348 0.416143 0.724462 0.29 0.21 -0.03 -0.10
N -2.391755 -0.312896 0.380433 -0.23 -0.35 -0.07 0.05
C -2.418281 -1.667520 0.155663 0.80 0.24 0.28 -0.47
O -1.494001 -2.428841 0.265049 -0.10 -0.27 -0.06 0.11
O -3.678242 -2.027969 -0.202654 -0.25 -0.34 -0.11 0.17
C -4.446341 -0.896035 -0.214301 -0.13 0.94 0.10 -0.18
C -5.783084 -0.758211 -0.514586 0.41 -0.29 0.05 0.01
C -6.309795 0.524886 -0.441753 -0.06 0.16 0.01 -0.09
C -5.526181 1.612966 -0.081978 -0.19 0.01 -0.05 -0.09
C -4.179795 1.473344 0.220046 0.25 -0.21 0.03 0.00
C -3.650813 0.198904 0.146672 -0.64 -0.17 -0.17 -0.14
H -3.574416 2.319394 0.502317 0.09 0.11 0.03 0.11
H -5.974392 2.593524 -0.035748 -0.04 0.08 0.00 0.10
H -7.353188 0.676649 -0.669647 -0.09 0.01 -0.02 0.10
H -6.384136 -1.608240 -0.790705 -0.08 -0.11 -0.04 0.12
H -1.434181 1.148833 1.501931 0.05 -0.14 -0.04 0.13
H -0.487347 -0.312163 1.119725 -0.10 0.10 0.05 0.13
```
Positions in Å, forces in eV/Å.

Output
- F_max (eV Å⁻¹) = 1.0
- molecular weight (g mol⁻¹) = 331.37
- total energy (Ha) = -1125.72827
- SMILES = O=C(CCn1c(=O)oc2ccccc21)NCCCN1CCCC1=O
- orbital gap (eV) = 9.30
- HOMO (eV) = -8.49

---

No. 2
Formula: C17H21N3O6S
Source: the Open Molecules 2025 dataset
Level of theory: ωB97M-V/def2-TZVPD

The geometry in XYZ format:
```
48
Properties=species:S:1:pos:R:3:forces:R:3:lowdin_charge:R:1
C 5.718269 1.329604 1.630571 0.44 -0.09 0.14 -0.07
H 6.203418 1.371873 0.652404 -0.03 -0.02 0.05 0.10
H 6.233345 2.002800 2.316147 -0.01 -0.05 -0.06 0.09
H 5.762657 0.309291 2.014440 0.03 0.13 -0.03 0.09
O 4.394388 1.815086 1.578380 -0.30 -0.03 -0.07 -0.06
C 3.438667 1.242874 0.802812 -0.19 -0.10 -0.17 -0.18
C 2.244177 1.960487 0.779491 -0.15 -0.13 -0.17 0.06
C 1.166880 1.508647 0.036986 0.63 -0.48 -0.06 -0.14
C 1.256169 0.317550 -0.682227 -0.01 -0.04 -0.03 0.05
C 2.426007 -0.420205 -0.650775 0.04 0.09 0.07 -0.18
C 3.546012 0.043856 0.075235 0.16 -0.02 -0.08 -0.12
O 4.721267 -0.663619 0.140717 -0.58 0.07 0.27 -0.11
C 5.233949 -1.247545 -1.041407 0.27 -0.21 -0.25 -0.06
H 4.787030 -2.224068 -1.234577 0.09 0.14 0.01 0.09
H 5.075349 -0.600701 -1.907725 -0.01 0.00 0.02 0.10
H 6.304253 -1.364009 -0.866650 -0.03 0.03 -0.06 0.09
O 2.559838 -1.621504 -1.283062 0.30 0.25 0.36 -0.10
C 1.493288 -2.081552 -2.083630 -0.20 -0.11 -0.14 -0.06
H 1.820848 -3.043399 -2.475279 -0.06 0.06 0.00 0.10
H 0.575034 -2.216459 -1.506864 0.02 0.04 -0.01 0.09
H 1.294741 -1.398573 -2.914428 -0.01 0.00 0.04 0.11
H 0.395714 -0.032660 -1.227453 -0.08 -0.09 -0.08 0.09
C -0.072188 2.241693 0.014722 -0.44 0.79 0.43 -0.27
N -0.423433 3.289396 0.698067 1.59 -0.63 0.10 0.10
N -1.699064 3.577933 0.382426 -1.60 0.00 -0.60 0.05
C -2.069831 2.691927 -0.487589 0.20 0.22 0.33 -0.67
S -3.620507 2.522438 -1.231508 -0.25 -0.07 -0.37 1.01
C -3.465238 0.821053 -1.904936 0.22 0.46 -0.01 -0.32
H -4.486646 0.509285 -2.124630 -0.02 0.02 0.00 0.09
H -2.900317 0.873413 -2.836465 -0.10 -0.15 0.16 0.09
C -2.757583 -0.188521 -1.007775 -0.16 -0.04 -0.23 -0.52
O -1.832750 -0.839561 -1.461305 0.10 -0.19 -0.27 0.04
N -3.172498 -0.313282 0.265292 0.06 -0.06 0.29 -0.05
C -4.386218 0.204872 0.859109 -0.50 -0.26 0.17 -0.14
H -4.940189 0.827900 0.161629 0.05 -0.05 0.10 0.08
H -4.118258 0.805916 1.735744 -0.08 0.04 -0.10 0.14
C -5.262607 -0.976714 1.302584 -0.02 0.35 -0.11 -0.18
O -4.576799 -1.828789 2.185351 -0.07 -0.02 0.17 -0.12
C -3.407725 -2.343532 1.589257 0.36 0.08 -0.08 -0.18
H -2.932363 -2.975123 2.340356 0.02 0.00 -0.09 0.13
C -2.468485 -1.214196 1.161402 0.07 -0.38 0.10 -0.10
H -1.596751 -1.609985 0.640279 -0.07 0.05 0.10 0.12
H -2.148039 -0.647229 2.042031 0.00 -0.05 -0.03 0.14
H -3.669620 -2.953494 0.710916 0.04 0.03 0.07 0.13
H -6.139227 -0.615389 1.841865 0.01 0.00 -0.09 0.13
H -5.588019 -1.539874 0.412899 0.00 0.06 0.05 0.13
O -1.092151 1.814457 -0.781619 0.23 0.22 0.05 0.06
H 2.175197 2.877623 1.338810 0.04 0.13 0.10 0.13
```
Positions in Å, forces in eV/Å.

Output
- F_max (eV Å⁻¹) = 1.7
- molecular weight (g mol⁻¹) = 395.44
- total energy (Ha) = -1674.22756
- SMILES = COc1cc(-c2nnc(SCC(=O)N3CCOCC3)o2)cc(OC)c1OC
- orbital gap (eV) = 8.38
- HOMO (eV) = -7.98

---

No. 3
Formula: C17H21N4O5SiTa
Source: the Open Molecules 2025 dataset
Level of theory: ωB97M-V/def2-TZVPD

The geometry in XYZ format:
```
49
Properties=species:S:1:pos:R:3:forces:R:3:lowdin_charge:R:1
Ta 0.729994 -0.565639 0.199030 0.59 -0.49 0.83 1.96
O 0.586601 0.022952 -3.831884 0.06 0.02 0.58 0.22
C 0.281171 -0.140892 -2.694234 -1.51 -0.11 -1.76 -0.48
O 1.081279 -0.091082 -1.641977 1.04 0.05 0.87 -0.17
C -1.127747 -0.525648 -2.243545 0.12 0.06 -0.50 -0.12
C -2.260512 -0.739843 -3.018909 0.32 0.14 0.31 0.08
C -3.386209 -1.266932 -2.387808 0.11 0.00 0.13 0.04
C -3.353452 -1.598516 -1.031430 0.40 0.13 0.26 0.08
C -2.192663 -1.311261 -0.324863 -0.46 -0.23 0.33 -0.12
N -1.145087 -0.773995 -0.938846 0.67 0.05 0.42 0.01
C -1.829170 -1.650133 1.118416 -1.89 -0.91 -0.65 -0.50
O -2.441796 -2.422432 1.795015 0.28 0.43 -0.11 0.19
O -0.684718 -1.090363 1.455406 1.10 0.81 0.31 -0.18
H -2.253417 -0.503507 -4.072210 0.08 -0.03 -0.08 0.15
H -4.287516 -1.449256 -2.957201 0.00 -0.01 -0.03 0.14
H -4.192129 -2.069515 -0.539765 -0.02 0.02 0.07 0.15
C 4.253423 2.290464 1.588261 -0.43 -0.47 0.06 -0.14
Si 3.211595 0.705480 1.610274 0.73 -0.43 0.08 0.57
C 3.816642 -0.434424 0.179219 -0.58 0.03 0.58 -0.17
C 3.079913 -0.261623 3.250299 0.24 0.58 -0.59 -0.15
N 1.457586 0.977523 1.110010 0.23 -1.64 -0.53 -0.24
C 0.835390 2.196035 1.379885 -1.26 1.41 0.13 -0.34
C -0.336515 2.517653 0.674353 0.31 -0.34 0.01 -0.05
C -1.026951 3.687985 0.920420 -0.04 0.03 0.01 -0.05
C -0.526170 4.608783 1.829611 0.04 -0.16 -0.07 -0.05
C 0.642795 4.320427 2.511785 -0.02 -0.02 0.01 -0.04
C 1.300489 3.117676 2.321653 -0.01 -0.50 -0.19 -0.03
H 5.254471 2.068716 1.226384 0.07 -0.21 -0.13 0.04
H 4.380454 2.709542 2.583113 -0.12 0.03 0.13 0.04
H 3.834255 3.063249 0.944403 -0.07 -0.04 -0.03 0.05
H 4.887207 -0.281590 0.063441 0.15 0.14 0.06 0.06
H 3.387352 -0.188313 -0.794549 0.06 0.03 -0.11 0.02
H 3.694763 -1.499352 0.374537 0.04 -0.03 -0.03 0.02
H 3.963102 -0.872765 3.411604 0.17 -0.14 -0.05 0.04
H 2.201930 -0.908509 3.287830 -0.04 -0.03 -0.12 0.02
H 3.018948 0.404598 4.107550 -0.09 0.16 0.06 0.04
H -0.684970 1.844277 -0.115983 -0.05 0.07 0.05 0.09
H -1.949100 3.894054 0.399995 -0.04 0.03 -0.14 0.12
H -1.040848 5.539964 1.995058 -0.07 0.12 0.04 0.12
H 1.055506 5.035329 3.203672 0.01 0.08 0.16 0.12
H 2.174917 2.893317 2.909324 0.10 0.04 0.11 0.09
N 0.503975 -3.752880 2.163244 0.03 0.11 -0.01 0.25
C 1.308071 -3.597284 1.119300 -0.27 -0.87 0.46 -0.53
N 1.955759 -4.637595 0.609704 0.09 0.23 -0.11 0.25
O 1.489069 -2.452719 0.562147 -0.16 1.75 -0.69 -0.16
H 0.372633 -4.662359 2.583816 0.03 0.08 -0.05 0.15
H -0.048692 -2.993265 2.546565 0.17 -0.05 -0.20 0.11
H 1.869941 -5.570812 0.982251 -0.02 0.06 0.04 0.15
H 2.587081 -4.495578 -0.166237 -0.08 0.00 0.09 0.15
```
Positions in Å, forces in eV/Å.

Output
- F_max (eV Å⁻¹) = 2.3
- molecular weight (g mol⁻¹) = 570.41
- total energy (Ha) = -1601.84556
- total charge = +2
- orbital gap (eV) = 6.42
- HOMO (eV) = -14.26

---

No. 4
Formula: C17H21N5O2RhSi
Source: the Open Molecules 2025 dataset
Level of theory: ωB97M-V/def2-TZVPD

The geometry in XYZ format:
```
47
Properties=species:S:1:pos:R:3:forces:R:3:lowdin_charge:R:1
Rh -0.629989 -0.446498 0.463922 0.81 1.83 0.85 0.91
C 0.725591 -2.795272 3.682061 -0.01 0.21 0.11 -0.02
C 0.927549 -1.754575 2.600325 0.56 -0.09 -0.01 -0.47
O 0.002312 -0.887850 2.451162 -0.97 -0.58 -0.82 -0.16
C 2.103364 -1.823161 1.850657 -0.39 -0.20 0.20 -0.05
C 2.405444 -1.036674 0.727418 0.16 0.37 -0.43 -0.32
C 3.710638 -1.240426 0.006067 0.05 0.03 0.22 -0.04
N 1.531976 -0.168580 0.256970 -0.98 -0.71 0.38 -0.07
N 1.900863 0.718094 -0.675529 0.65 0.70 -0.84 0.07
C 0.886844 1.374076 -1.188269 0.31 -0.94 0.58 -0.45
O -0.352907 1.157988 -0.877672 -0.52 -0.19 0.33 -0.18
C 1.174989 2.430996 -2.178296 -0.23 0.19 -0.42 -0.15
C 2.352608 2.450572 -2.923473 -0.07 0.00 0.12 -0.03
C 2.531718 3.404730 -3.911032 0.11 0.03 -0.08 -0.10
C 1.550240 4.352474 -4.168636 -0.04 0.01 0.08 -0.11
C 0.388189 4.354973 -3.407759 0.02 0.07 -0.06 -0.09
C 0.196858 3.394400 -2.429859 0.11 -0.13 0.12 -0.03
H -0.212757 -2.600573 4.196942 0.01 0.02 0.03 0.08
H 1.549212 -2.766354 4.397148 -0.01 -0.07 0.01 0.08
H 0.692800 -3.794802 3.245307 0.05 0.01 -0.03 0.07
H 2.812332 -2.591012 2.128492 -0.03 -0.04 -0.08 0.10
H 4.197456 -2.143842 0.368337 0.02 0.01 0.02 0.07
H 4.371660 -0.385625 0.158875 -0.01 0.02 -0.06 0.08
H 3.529769 -1.333705 -1.064057 0.00 0.07 0.00 0.08
H 3.111255 1.705182 -2.728305 -0.02 -0.02 0.03 0.10
H 3.446954 3.404598 -4.490996 -0.02 -0.01 -0.02 0.09
H 1.688021 5.080988 -4.957862 0.03 0.03 0.03 0.09
H -0.374308 5.105549 -3.577004 -0.01 -0.02 -0.05 0.10
H -0.709859 3.363357 -1.841183 -0.04 0.00 -0.05 0.11
C -3.491465 1.166107 2.435822 0.78 -0.14 -0.14 -0.23
Si -2.898150 0.151029 0.919807 -0.82 -0.97 -0.86 0.49
C -3.620092 1.109853 -0.579872 0.39 -0.11 0.31 -0.25
C -3.971003 -1.443957 1.003294 0.30 0.38 0.08 -0.26
H -4.582714 1.198116 2.437427 -0.02 -0.07 -0.12 0.02
H -3.119762 2.192436 2.402423 0.00 0.01 0.03 0.01
H -3.159209 0.719650 3.375126 -0.01 0.01 0.02 0.01
H -4.711848 1.054635 -0.579935 -0.02 0.00 0.07 0.01
H -3.249501 0.689815 -1.515912 0.00 0.00 -0.01 0.01
H -3.325375 2.161170 -0.549176 0.01 0.01 -0.04 0.01
H -5.030845 -1.183393 1.083238 -0.02 0.00 0.03 0.01
H -3.699446 -2.057765 1.865132 0.00 -0.02 0.01 0.01
H -3.826179 -2.049476 0.107708 0.05 0.02 -0.01 0.00
N -0.900510 -2.382553 -0.305652 0.19 0.28 0.65 0.02
C -0.225510 -3.315189 -0.048522 -0.11 0.29 -0.04 -0.35
N 0.360013 -4.413800 0.140369 -0.57 -0.52 -0.13 0.09
C 1.483177 -4.827873 0.636937 0.43 0.20 0.01 -0.44
N 2.459611 -5.297856 1.058034 -0.12 0.06 0.00 0.07
```
Positions in Å, forces in eV/Å.

Output
- F_max (eV Å⁻¹) = 2.2
- molecular weight (g mol⁻¹) = 458.38
- total energy (Ha) = -1484.73734
- total charge = -1
- orbital gap (alpha / beta) (eV) = 6.57 / 6.74
- HOMO (alpha / beta) (eV) = -4.61 / -4.67

---

No. 5
Formula: C17H21N5O2S
Source: the Open Molecules 2025 dataset
Level of theory: ωB97M-V/def2-TZVPD

The geometry in XYZ format:
```
46
Properties=species:S:1:pos:R:3:forces:R:3:lowdin_charge:R:1
C -2.351393 0.529861 6.135832 0.01 0.01 -0.01 -0.06
C -1.647742 -0.512890 5.315984 0.05 -0.03 0.07 -0.22
C -1.853956 -1.856720 5.546024 0.02 0.01 -0.02 -0.05
C -1.184863 -2.835762 4.815008 -0.01 -0.02 0.01 -0.09
C -0.330997 -2.444201 3.809573 0.00 0.01 0.02 -0.05
C -0.112686 -1.093018 3.517818 -0.01 -0.01 -0.02 -0.08
C 0.727130 -0.695669 2.353325 0.00 -0.01 0.03 -0.40
O 1.214899 0.423967 2.226662 -0.02 0.01 0.01 0.04
N 0.921843 -1.654544 1.400949 0.00 0.02 -0.03 0.10
C 1.644324 -1.403177 0.151121 0.01 0.02 0.02 -0.34
C 3.104738 -1.025378 0.394759 0.00 -0.01 0.01 -0.04
C 0.943299 -0.372932 -0.690175 -0.01 0.02 0.00 -0.02
C 0.564261 -0.582757 -1.942815 -0.02 -0.01 -0.05 0.00
C -0.099025 0.493307 -2.728200 -0.03 -0.02 -0.03 -0.49
O -0.397004 1.581419 -2.263588 0.01 0.00 0.01 0.03
N -0.373853 0.172243 -4.026939 0.08 0.03 0.05 0.09
C -0.891136 1.178796 -4.943325 -0.02 -0.02 0.00 -0.36
C -1.593975 0.508702 -6.112142 -0.01 0.00 0.00 -0.05
C 0.223084 2.087301 -5.408591 -0.02 -0.03 -0.02 -0.56
N 0.806084 1.954365 -6.557575 -0.02 0.00 0.00 0.01
N 1.814866 2.851741 -6.752921 0.02 0.01 0.01 -0.05
C 1.958414 3.642357 -5.738375 -0.01 0.00 -0.05 -0.48
S 0.876711 3.353893 -4.444036 0.02 0.02 0.05 1.08
C -0.735300 -0.108913 4.314036 -0.06 0.02 -0.08 -0.21
N -0.478868 1.228367 4.158667 -0.10 0.00 -0.07 0.15
H -1.635755 1.181153 6.644302 -0.01 0.00 0.01 0.09
H -2.991828 1.167553 5.518047 0.00 0.00 0.00 0.08
H -2.983880 0.064453 6.889235 0.00 0.00 0.01 0.08
H -2.543895 -2.150354 6.328760 0.00 0.00 0.00 0.11
H -1.331688 -3.883780 5.036437 0.00 0.00 0.00 0.10
H 0.206289 -3.203381 3.255392 0.00 0.00 0.00 0.11
H 0.285902 -2.432035 1.398778 0.01 0.00 0.01 0.13
H 1.625725 -2.354081 -0.385826 -0.01 -0.01 0.00 0.14
H 3.634149 -0.982969 -0.557157 0.00 0.00 0.00 0.08
H 3.178535 -0.057420 0.883375 0.00 0.00 0.00 0.07
H 3.580075 -1.775593 1.027548 0.00 0.00 0.00 0.08
H 0.758720 0.595413 -0.238189 0.01 0.00 0.01 0.13
H 0.732998 -1.540137 -2.428694 0.00 0.01 0.00 0.11
H 0.063311 -0.641170 -4.430286 -0.02 0.00 0.01 0.14
H -1.601108 1.771999 -4.368016 0.00 0.01 0.00 0.14
H -2.011654 1.257562 -6.782368 0.01 0.00 0.00 0.09
H -0.896137 -0.094713 -6.691836 0.00 0.00 0.00 0.08
H -2.399140 -0.122831 -5.738590 0.00 0.00 0.01 0.08
H 2.708986 4.417620 -5.713194 0.00 0.00 0.01 0.07
H 0.050946 1.490499 3.340564 0.11 0.00 0.06 0.08
H -1.179409 1.871853 4.480643 0.01 0.00 0.00 0.08
```
Positions in Å, forces in eV/Å.

Output
- F_max (eV Å⁻¹) = 0.1
- molecular weight (g mol⁻¹) = 359.45
- total energy (Ha) = -1482.88359
- SMILES = Cc1cccc(C(=O)N[C@H](C)/C=C/C(=O)N[C@H](C)c2nncs2)c1N
- orbital gap (eV) = 8.63
- HOMO (eV) = -8.03